9
Properties=species:S:1:pos:R:3:nbo_charge:R:1 method="wB97M-V/def2-TZVPD" e_homo_ev=-7.79 smiles="[NH3+][S-].C=O" relative_energy_kcal_mol=63.93 e_lumo_ev=0.40 orbital_gap_ev=8.19
S 1.94887 -0.49270 -0.22398 -0.4080
O -1.29991 -0.02097 0.31652 -0.5882
N 1.02590 1.02889 0.12044 -0.8590
C -1.32778 -1.11914 -0.17614 0.3080
H -0.91197 -1.47555 -1.25775 0.1563
H -1.61303 -1.87942 0.54016 0.1255
H 0.98869 1.60780 -0.72894 0.4205
H -0.01832 0.92792 0.38041 0.4337
H 1.20755 1.42317 1.02928 0.4110